51
Properties=species:S:1:pos:R:3:forces:R:3 method="wB97M-V/def2-TZVPD" charge=+1 de_lowest_kcal_mol=78.5 orbital_gap_ev="10.196 / 3.749" spin_multiplicity=2 homo_energy_ev="-13.36 / -13.36"
C -0.0582 1.4756 -1.0657 -1.4 2.0 1.5
O -1.2353 0.7538 -0.8014 0.1 -1.4 -0.3
C 1.1159 0.6703 -1.5245 1.7 -3.5 -0.7
C 2.5410 1.5130 -1.5913 0.3 0.0 1.0
C 2.7333 1.7246 -3.1277 1.1 0.8 -1.3
O 3.5969 0.7336 -1.1658 -0.7 -0.3 0.1
N 1.4952 -0.6356 -0.9171 -2.0 1.8 0.0
H 0.0751 2.0589 -0.1535 1.0 0.2 -0.1
H -0.3823 2.1604 -1.8541 0.5 0.1 -0.1
H 0.9079 0.3754 -2.5404 -0.5 -0.1 -0.3
H 2.5021 2.3258 -0.8490 0.1 0.4 -0.9
H 2.7735 2.7423 -3.5250 -0.8 0.6 1.1
H 1.9743 1.2315 -3.7178 0.4 -0.3 -0.2
H 3.7876 1.5168 -3.3972 -0.7 -0.9 0.2
H 3.4634 -0.2061 -1.4803 0.2 0.7 0.1
H 1.6643 -0.5260 0.0773 0.4 -0.4 0.4
H 0.6920 -1.2732 -0.9505 0.5 -0.2 -0.5
H -1.0980 -0.1634 -0.5321 0.0 0.1 0.2
H -1.0614 -4.2183 2.7492 0.4 0.3 0.2
H -1.5849 -4.2419 1.3535 0.3 0.3 -0.6
O -0.9188 -3.7930 1.8943 -0.8 -0.8 0.3
H 0.4082 -2.6892 1.5302 -0.1 0.0 0.4
H 0.1434 -1.2018 1.4482 -0.3 0.0 0.6
O 0.7920 -1.8291 1.7858 0.4 0.3 -0.8
H -4.2928 -0.7578 2.7396 0.4 0.4 0.6
H -2.8619 -0.0079 2.6217 -0.1 -0.2 0.4
O -3.6024 -0.4239 2.1629 -0.2 -0.1 -0.8
H -0.3179 0.1615 3.4690 1.0 0.1 -0.8
H -0.5104 0.9945 2.0137 1.2 -0.2 0.3
O -0.8425 0.6546 2.8383 -2.3 0.1 0.4
H 2.8309 2.7158 2.1848 0.0 0.3 0.3
H 2.2393 4.1898 1.9685 0.3 -0.1 0.3
O 2.2048 3.2657 1.7079 -0.5 0.0 -0.8
H 3.1676 0.2377 2.4960 -0.2 -0.2 -0.1
H 2.4709 0.6201 1.1784 0.3 0.2 0.5
O 2.3778 0.6644 2.1387 0.2 0.0 -0.1
H -1.2251 3.5780 3.2608 0.3 -0.9 -0.2
H 0.3479 3.2065 3.6126 -0.6 -0.7 -0.6
O -0.3885 3.8132 3.6544 0.3 1.6 0.7
H -2.3304 -4.1360 -1.5006 -0.6 0.4 0.0
H -2.5624 -2.9665 -0.3821 -0.7 -0.2 -0.9
O -1.9806 -3.6494 -0.7545 1.3 -0.1 0.7
H 1.6726 -3.2718 -3.7449 -0.2 -0.7 -1.0
H 0.8124 -2.2199 -3.4365 -0.9 0.3 -0.5
O 0.8984 -2.8519 -4.1688 1.1 0.3 1.6
H -2.3387 0.3449 -2.9484 -0.3 0.1 0.2
H -3.2717 0.8078 -1.8121 0.2 0.1 -0.1
O -3.0960 0.9092 -2.7507 -0.1 0.0 -0.5
H -4.1986 -1.4971 0.5950 0.2 -0.1 0.2
H -3.7210 -0.7725 -0.5962 0.0 -0.1 -0.3
O -3.8745 -1.6744 -0.2980 -0.1 0.2 0.0